# 1
Molecular formula: C6H7LiO7Tl
Method: DFT, ωB97M-V/def2-TZVPD

XYZ file:
```
22
Properties=species:S:1:pos:R:3:forces:R:3
O -1.527259 1.692206 -0.818202 -3.5 -0.2 -1.8
C -1.601689 2.611225 0.252974 1.8 0.3 1.1
C -0.641799 1.976843 1.233563 0.7 0.8 2.3
O 0.727404 1.675262 0.483122 -1.2 3.2 1.3
C 1.495525 0.617078 0.713660 0.6 -2.8 4.7
O 1.351096 -0.157527 -0.418436 -0.2 1.3 -1.3
O 1.945141 0.249603 1.746190 -0.1 1.0 -2.0
Li -3.083991 0.864545 -1.348700 -1.1 -0.3 -0.3
Tl 0.266727 1.437770 -1.518962 1.8 -0.6 -3.0
H -2.607478 2.629172 0.699215 0.1 -0.1 -0.1
H -1.309179 3.634925 -0.022155 -0.3 -0.2 -0.1
H -1.003903 1.041600 1.673482 0.3 -0.1 -0.3
H -0.342497 2.666620 2.027698 0.1 -0.2 0.0
O -0.398272 -2.648985 -0.884928 0.3 0.2 -1.3
C -0.243339 -2.697899 0.440774 -2.3 -0.8 1.5
C 0.846885 -2.281542 -1.490492 -0.2 -0.1 0.2
O -1.041996 -3.100565 1.225808 1.1 0.5 -0.9
O 0.921312 -2.094580 0.784900 1.3 1.3 -0.2
C 1.559162 -1.569535 -0.344088 0.9 -3.4 0.6
H 0.662175 -1.640526 -2.356859 0.0 0.0 -0.1
H 1.388552 -3.175635 -1.815068 0.0 0.2 0.0
H 2.637426 -1.730053 -0.263496 -0.1 0.1 -0.1
```
Positions in Å, forces in eV/Å.

Its net charge is +3. The LUMO energy (spin up / spin down) is -17.7565 / -17.8809 eV. The calculation puts the HOMO-LUMO gap (spin up / spin down) at 3.5 / 3.1 eV.

---

# 2
Molecular formula: C6H7N
Method: DFT, ωB97M-V/def2-TZVPD

XYZ file:
```
14
Properties=species:S:1:pos:R:3:forces:R:3
N 2.906073 -1.359209 0.561890 -1.1 0.3 0.0
C 1.803917 -1.006599 0.541869 0.9 -0.3 0.0
C 0.412341 -0.557134 0.486588 -0.1 0.0 0.0
C -0.323111 -0.943663 -0.832195 0.0 -0.1 -0.1
C -1.332323 0.141663 -1.157508 0.3 0.1 0.2
C -0.991211 1.186977 -0.291449 0.0 0.1 -0.1
C 0.248965 0.974472 0.561765 0.0 0.0 0.0
H -0.115931 -1.012786 1.333496 0.1 0.1 -0.1
H 0.379202 -0.929217 -1.677207 -0.1 0.0 0.1
H -0.745422 -1.951441 -0.798282 0.1 0.2 0.0
H -2.011165 0.453043 -0.069407 -0.1 -0.1 0.1
H -1.482191 2.161115 -0.332336 0.1 -0.2 0.0
H 1.092329 1.492715 0.088468 -0.1 -0.1 0.1
H 0.158527 1.350064 1.584306 0.0 0.0 -0.2
```
Positions in Å, forces in eV/Å.

As for the energy above the lowest of the compared OMol25 structures with the same formula, charge and spin: 373.5 kJ/mol. The LUMO energy is 0.6475 eV. The calculation puts the HOMO-LUMO gap at 9.6 eV.

---

# 3
Molecular formula: C6H7N
Method: DFT, ωB97M-V/def2-TZVPD

XYZ file:
```
14
Properties=species:S:1:pos:R:3:forces:R:3
N -0.548090 3.229520 -0.977570 0.1 -1.0 0.2
C -0.371087 2.107238 -0.745591 -0.1 0.9 -0.3
C -0.112775 0.730544 -0.480222 0.2 -0.1 -0.1
C 1.021161 0.248914 0.067940 0.0 0.1 -0.2
C 0.927301 -1.203652 0.183386 -0.1 0.0 -0.2
C -0.243985 -1.602924 -0.339346 0.0 0.0 0.0
C -1.042097 -0.413134 -0.790363 0.1 0.0 -0.1
H 1.853144 0.849632 0.417625 -0.1 -0.1 -0.2
H 1.687816 -1.838110 0.623910 -0.1 0.1 -0.1
H -0.584566 -2.626436 -0.445251 0.0 0.2 0.1
H -1.283387 -0.444304 -1.859915 0.0 -0.1 0.1
H -1.999182 -0.354688 -0.249009 0.2 0.1 -0.1
H 0.099439 0.819916 2.074264 0.0 0.0 0.4
H 0.596311 0.497483 2.520136 -0.2 0.1 0.3
```
Positions in Å, forces in eV/Å.

As for the energy above the lowest of the compared OMol25 structures with the same formula, charge and spin: 223.9 kJ/mol. Its SMILES is N#CC1=CC=CC1.[H][H]. The LUMO energy is 0.1599 eV. The calculation puts the HOMO-LUMO gap at 9.3 eV.

---

# 4
Molecular formula: C6H7N
Method: DFT, ωB97M-V/def2-TZVPD

XYZ file:
```
14
Properties=species:S:1:pos:R:3:forces:R:3
C 2.210550 0.224179 -0.349510 1.5 -1.2 0.0
C -1.292981 1.203331 -0.232386 0.0 -1.8 1.5
C 0.000291 1.135558 0.559861 -1.3 -0.4 -3.7
C 0.869530 0.507381 -0.470534 -3.2 0.6 1.8
C -0.440219 -0.070762 -0.413994 -0.5 0.8 0.7
C -0.698009 -1.479264 -0.015590 0.4 -1.5 1.1
N 2.023828 -0.741245 0.403541 0.2 0.2 -0.2
H 2.986759 0.860709 -0.612581 2.1 0.9 -0.5
H -2.321497 1.066994 0.276065 2.0 0.3 -0.8
H -1.216148 1.896265 -1.015687 -0.6 0.8 -1.1
H 0.133172 1.086448 1.568972 0.4 -0.3 2.5
H -1.003839 -1.556296 1.089653 0.7 0.1 -1.5
H 0.206465 -2.120596 -0.235593 -0.8 1.0 0.7
H -1.457898 -2.012703 -0.552212 -0.8 0.3 -0.5
```
Positions in Å, forces in eV/Å.

As for the energy above the lowest of the compared OMol25 structures with the same formula, charge and spin: 614.9 kJ/mol. The LUMO energy (spin up / spin down) is 0.7949 / 0.7954 eV. The calculation puts the HOMO-LUMO gap (spin up / spin down) at 8.3 / 8.3 eV.

---

# 5
Molecular formula: C6H7N
Method: DFT, ωB97M-V/def2-TZVPD

XYZ file:
```
14
Properties=species:S:1:pos:R:3:forces:R:3
C 2.049911 0.156877 -0.190695 0.0 0.2 -0.3
C 0.645135 0.717637 -0.393278 -1.3 -2.0 -0.7
C -0.538750 -0.232763 -0.876195 2.8 2.9 -2.1
C -1.564444 0.536867 -0.052455 -0.4 -0.4 -0.3
C -1.707993 -0.836556 0.455508 0.2 -0.2 1.3
N -0.434183 -0.907836 0.859021 -1.3 -0.8 1.9
C -0.266899 0.648310 0.786413 0.1 0.1 0.2
H 2.697018 0.958952 0.191428 -0.1 -0.1 -0.1
H 2.463263 -0.127589 -1.163066 0.1 0.0 0.1
H 2.164903 -0.709576 0.494181 -0.3 0.3 -0.2
H -0.689601 -0.943525 -1.699508 0.0 0.2 0.4
H -2.245394 1.282395 -0.463362 0.1 -0.3 0.2
H -2.381161 -1.678057 0.282618 0.2 0.2 -0.2
H -0.191807 1.134865 1.769387 0.0 -0.2 -0.3
```
Positions in Å, forces in eV/Å.

As for the energy above the lowest of the compared OMol25 structures with the same formula, charge and spin: 774.0 kJ/mol. The LUMO energy is 0.6318 eV. The calculation puts the HOMO-LUMO gap at 7.6 eV.

---

# 6
Molecular formula: C6H7N
Method: DFT, ωB97M-V/def2-TZVPD

XYZ file:
```
14
Properties=species:S:1:pos:R:3:forces:R:3
N 0.360080 2.082478 -1.361525 -1.0 0.7 -0.2
C -0.550655 2.784684 -1.597748 0.9 -0.6 0.1
C -0.088257 0.385375 1.064157 0.1 -0.1 0.0
C 1.108617 -0.099636 0.684420 -0.1 0.0 0.1
C 0.900055 -1.263766 -0.193256 -0.1 0.0 0.0
C -0.419614 -1.481605 -0.325645 0.1 0.0 0.0
C -1.176841 -0.455948 0.468053 0.1 0.0 0.0
H -0.275088 1.271103 1.661914 0.1 -0.2 0.0
H 0.909723 1.367129 -0.913277 0.0 0.1 -0.1
H 2.078651 0.305669 0.959137 -0.1 -0.1 0.0
H 1.696666 -1.832701 -0.660622 -0.1 0.0 0.1
H -0.891527 -2.276075 -0.892618 0.1 0.1 0.1
H -1.868594 0.132386 -0.152106 0.1 -0.1 0.1
H -1.783216 -0.919087 1.259115 0.0 0.0 -0.1
```
Positions in Å, forces in eV/Å.

As for the energy above the lowest of the compared OMol25 structures with the same formula, charge and spin: 238.9 kJ/mol. The LUMO energy is 0.8800 eV. The calculation puts the HOMO-LUMO gap at 10.0 eV.

---

# 7
Molecular formula: C6H7N
Method: DFT, ωB97M-V/def2-TZVPD

XYZ file:
```
14
Properties=species:S:1:pos:R:3:forces:R:3
N -0.426408 -0.706217 -2.411203 1.3 -0.2 0.7
C 0.729223 -0.953434 -2.535404 -1.0 0.2 -0.7
C 0.206980 -0.961300 0.434177 -0.2 -0.1 0.3
C -1.051174 -0.479798 0.413628 0.0 -0.1 0.4
C -1.005551 0.986076 0.563334 0.1 0.0 0.2
C 0.272459 1.364726 0.737425 -0.1 0.0 0.0
C 1.164682 0.158581 0.678266 -0.1 0.0 0.0
H 0.527854 -1.983373 0.257044 -0.2 0.2 0.2
H -0.839400 -0.555496 -1.456243 0.0 -0.1 -1.1
H -1.953951 -1.075516 0.294087 0.1 0.2 0.0
H -1.873442 1.636219 0.537238 0.1 -0.1 0.1
H 0.626695 2.370982 0.926392 0.0 -0.1 -0.1
H 1.958648 0.230236 -0.078663 -0.2 0.0 0.1
H 1.663386 -0.031686 1.639923 0.0 0.2 -0.1
```
Positions in Å, forces in eV/Å.

As for the energy above the lowest of the compared OMol25 structures with the same formula, charge and spin: 287.9 kJ/mol. The LUMO energy is 0.6077 eV. The calculation puts the HOMO-LUMO gap at 9.7 eV.

---

# 8
Molecular formula: C6H7N
Method: DFT, ωB97M-V/def2-TZVPD

XYZ file:
```
14
Properties=species:S:1:pos:R:3:forces:R:3
C 0.426504 -0.984590 -0.308714 -2.2 -2.2 1.2
C -0.089222 1.072325 -0.257009 1.0 -1.0 -0.2
C 2.182935 -0.035831 0.764207 2.0 1.8 0.4
C 1.506271 0.704772 -0.387181 -1.1 0.0 2.3
C -0.691275 -0.307813 -0.037892 2.1 0.8 -1.2
C -2.117138 -0.661659 -0.196782 -1.2 2.4 -1.0
N 1.734974 -0.785727 -0.414531 0.8 -0.1 -1.2
H -0.310257 1.650867 0.620248 0.3 0.9 0.1
H -0.310845 1.516057 -1.218935 -0.7 0.5 0.1
H 3.305894 0.184405 0.666554 -1.6 -0.7 0.6
H 1.832258 -0.280721 1.823141 0.0 0.3 -1.8
H -2.767564 0.317333 -0.247346 1.2 -1.9 0.6
H -2.568722 -1.415709 0.420177 0.0 -0.2 0.5
H -2.133816 -0.973713 -1.225935 -0.6 -0.6 -0.5
```
Positions in Å, forces in eV/Å.

As for the energy above the lowest of the compared OMol25 structures with the same formula, charge and spin: 767.1 kJ/mol. The LUMO energy (spin up / spin down) is 0.1377 / -0.5328 eV. The calculation puts the HOMO-LUMO gap (spin up / spin down) at 8.3 / 6.8 eV.